Record 1
Computed, not measured: a structure of composition C4H5HgO3, with ωB97M-V/def2-TZVPD.

Last column: Mulliken spin population.
Geometry (Å):
O -2.7804 1.5751 1.9875  0.003
C 0.3886 0.8997 0.8496  0.633
O 1.0438 1.8937 0.4735  0.198
Hg 0.4543 3.1440 2.4422  0.018
O 0.7893 -0.3101 0.4280  0.118
C 0.7961 -0.6153 -0.9778  0.021
C -2.2909 2.4327 2.5843  -0.004
C -0.0041 -1.8806 -1.1873  -0.005
H 1.8370 -0.7430 -1.3077  0.016
H 0.3623 0.2223 -1.5425  0.001
H -0.0389 -2.4845 -0.2701  0.000
H 0.4737 -2.4812 -1.9746  0.000
H -1.0309 -1.6527 -1.5051  0.000

Force components x, y, z for each atom (eV/Å):
O 1.39 2.11 1.42
C 4.77 1.77 -3.15
O -2.84 -3.14 0.33
Hg 0.14 1.45 1.69
O -1.50 0.09 1.50
C 0.05 0.19 -0.78
C -1.93 -2.19 -1.37
C -0.19 -0.44 -0.38
H -0.22 0.14 0.40
H 0.25 -0.15 0.24
H 0.08 0.22 -0.29
H -0.25 0.10 0.19
H 0.26 -0.15 0.20

Summary:
- Multiplicity: 2
- ⟨S²⟩: 0.754


Record 2
Computed, not measured: a structure of composition C36H26Cl2F5NO3PTeTl, with ωB97M-V/def2-TZVPD.

Last column: Löwdin charge in e.
Geometry (Å):
Tl 1.5526 -1.3731 -1.0263  1.016
C -2.1556 -1.3874 6.7846  -0.070
C -0.9915 -1.9927 6.3418  -0.069
C -0.4942 -1.7031 5.0801  -0.067
C -1.1679 -0.8038 4.2532  -0.311
C -2.3386 -0.1909 4.7056  -0.065
C -2.8249 -0.4870 5.9674  -0.061
P -0.4734 -0.3716 2.6427  1.124
C 0.9924 -1.4031 2.3902  -0.354
C 0.9105 -2.7973 2.2756  -0.122
C 2.0655 -3.5450 2.1392  -0.074
C 3.3105 -2.9181 2.1059  -0.069
C 3.3992 -1.5432 2.2290  -0.065
C 2.2410 -0.7891 2.3834  -0.129
C 0.0493 1.3420 2.6699  -0.250
C 0.4473 1.8867 3.8292  -0.023
C 1.0588 3.2535 3.9594  -0.146
C 0.8732 4.9796 2.5672  -0.032
C 0.2555 4.3620 1.2899  -0.208
C 0.0905 4.9099 -0.0816  0.003
C -0.1840 4.0431 -1.0754  -0.070
C -0.3854 2.5808 -0.9974  0.000
C -0.2913 1.7344 0.0475  -0.307
C 0.0372 2.2023 1.4516  -0.198
H -2.5425 -1.6156 7.7690  0.107
H -0.4634 -2.6904 6.9774  0.108
H 0.4226 -2.1694 4.7504  0.101
H -2.8638 0.5048 4.0687  0.096
H -3.7350 -0.0148 6.3110  0.110
H -0.0523 -3.2880 2.2759  0.109
H 1.9952 -4.6201 2.0461  0.111
H 4.2084 -3.5088 1.9796  0.111
H 4.3544 -1.0372 2.1806  0.119
H 2.3201 0.2809 2.4736  0.049
H 0.4006 1.2908 4.7348  0.116
H 1.6769 3.2545 4.8563  0.112
H 1.2671 5.9922 2.5058  0.139
H 0.2352 5.9601 -0.3025  0.112
H -0.2832 4.4427 -2.0775  0.105
H -0.6869 2.1093 -1.9247  0.130
Cl 3.4917 1.3822 4.4643  0.832
C 4.0283 2.9583 4.9578  -0.561
C 4.6683 3.0763 6.1804  -0.104
C 5.2039 4.2917 6.5661  -0.079
C 5.0901 5.3854 5.7202  -0.109
C 4.4158 5.2518 4.5220  -0.562
Cl 4.2674 6.6577 3.5026  0.714
C 3.8532 4.0388 4.0923  -0.305
N 3.2406 3.9152 2.8500  0.085
C 1.8087 3.7407 2.7102  -0.262
C 0.1810 4.5663 3.9044  -0.148
C -1.2803 4.3175 3.8851  -0.029
C -1.7718 3.6929 2.8269  -0.029
C -0.9453 3.4402 1.6159  -0.119
C 1.2786 3.1559 1.3587  -0.141
C 2.3779 2.9592 0.3278  0.001
C 2.9221 1.5497 0.0542  -0.625
O 4.1294 1.4000 -0.0665  0.038
O 2.0413 0.6289 -0.1136  -0.327
H 4.7618 2.1985 6.8042  0.105
H 5.7153 4.3859 7.5129  0.107
H 5.5055 6.3465 5.9872  0.105
H 3.5491 4.6625 2.2428  0.089
H 0.4798 5.2289 4.7157  0.143
H -1.8918 4.5727 4.7410  0.108
H -2.8118 3.4008 2.7705  0.110
H -1.6518 3.4281 0.7928  0.140
H 3.2547 3.5311 0.6147  0.111
H 2.0606 3.3570 -0.6382  0.121
F -3.2599 0.7991 -0.2841  -0.366
Te -2.1804 -0.4044 0.6879  1.833
F -3.7155 -1.2332 1.3462  -0.360
F -2.6435 0.9990 1.9930  -0.427
F -2.3554 -1.2967 -0.9732  -0.385
F -1.4014 -2.2035 0.9685  -0.479
O -0.6175 0.4164 -0.1820  -0.409

Force components x, y, z for each atom (eV/Å):
Tl -0.06 -0.04 0.08
C -0.02 0.01 0.03
C 0.03 -0.02 -0.01
C -0.02 0.02 -0.01
C 0.10 -0.01 0.04
C -0.01 -0.03 -0.05
C -0.01 0.01 -0.03
P -0.19 0.02 0.05
C 0.04 -0.04 0.07
C -0.02 0.01 -0.02
C 0.03 0.04 -0.01
C -0.02 -0.04 0.00
C -0.05 0.03 -0.03
C 0.00 -0.04 -0.07
C 0.23 -0.12 0.10
C -0.11 -0.09 -0.04
C -0.02 -0.01 0.10
C -0.04 -0.02 -0.03
C 0.07 0.11 0.06
C 0.05 -0.06 -0.07
C 0.03 0.06 0.03
C -0.07 -0.02 0.09
C -0.25 0.19 -0.22
C -0.06 0.15 0.00
H -0.01 0.00 0.01
H 0.01 -0.01 0.00
H 0.03 -0.02 -0.01
H -0.01 0.03 -0.02
H -0.01 0.01 0.00
H 0.02 0.01 0.01
H 0.00 -0.02 0.00
H 0.01 -0.01 0.00
H 0.00 0.00 0.02
H -0.01 0.03 -0.06
H -0.03 0.01 0.00
H -0.18 0.06 -0.07
H 0.00 0.04 0.02
H -0.02 0.03 -0.02
H -0.01 0.02 -0.01
H 0.00 -0.01 -0.01
Cl 0.22 0.00 0.09
C 0.14 -0.18 0.06
C -0.01 -0.06 -0.01
C -0.04 0.09 -0.10
C 0.00 -0.07 0.09
C -0.05 0.01 -0.05
Cl 0.00 -0.03 0.00
C 0.10 0.24 0.11
N 0.12 -0.13 -0.26
C -0.06 0.12 0.02
C -0.04 -0.03 0.03
C 0.01 -0.05 0.01
C 0.04 0.06 0.03
C -0.15 -0.05 -0.12
C -0.05 0.02 0.12
C 0.03 -0.07 -0.03
C 0.37 0.22 -0.23
O 0.04 -0.08 0.13
O -0.31 0.08 0.25
H 0.02 0.01 0.01
H 0.02 0.01 0.02
H 0.01 0.00 0.01
H 0.03 -0.04 0.00
H 0.01 0.01 -0.02
H -0.02 0.00 0.02
H -0.03 0.03 -0.02
H 0.02 -0.03 0.03
H 0.00 0.07 -0.06
H -0.04 -0.11 0.01
F 0.06 -0.11 0.13
Te -0.18 -0.44 -0.46
F 0.18 0.13 -0.03
F 0.06 0.00 -0.10
F -0.02 0.16 0.26
F -0.15 0.20 -0.10
O 0.26 -0.25 0.22

Summary:
- Multiplicity: 1


Record 3
Computed, not measured: a cluster of 2 separate species, C3H3N in total, with ωB97M-V/def2-TZVPD.

Last column: natural (NBO) charge in e.
Geometry (Å):
C -2.3654 -0.6036 -0.7978  0.026
C -0.9014 0.2858 0.6856  0.154
C 1.5553 0.0945 0.3574  -0.154
N 0.2903 0.1780 0.3265  -0.457
H -2.9151 0.2048 -1.3125  0.028
H 1.9164 -0.8892 0.7884  0.187
H 2.4199 0.7298 -0.0475  0.217

Force components x, y, z for each atom (eV/Å):
C 2.08 0.01 1.77
C -0.50 -0.73 -2.54
C 2.40 -2.05 0.15
N -1.84 1.15 0.46
H 0.30 0.74 0.25
H -0.24 1.19 -0.51
H -2.20 -0.31 0.43

Summary:
- Multiplicity: 1


Q: Which energy above the lowest of the compared OMol25 structures with the same formula, charge and spin values were calculated for the entries above? A: 7.0, 100.6, 196.4, in kcal/mol.
Q: Which E_tot values were calculated for the entries above? A: -14542.672, -105291.644, -4640.005, in eV.